1.
DFT (ωB97M-V/def2-TZVPD) results for a structure of composition C16H19ClMnO10P2S in a non-equilibrium geometry.

Last column: Mulliken charge in e.
Cartesian coordinates (Å):
Mn1 0.254 -1.233 0.980  1.1566
C1 4.393 0.597 3.914  -1.6179
C2 3.353 0.299 2.901  0.8110
O1 3.446 1.356 1.955  -0.5928
P1 1.639 0.347 3.633  0.8181
O2 1.518 1.710 4.416  -0.5333
O3 1.700 -0.674 4.843  -0.5493
O4 0.587 0.145 2.585  -0.5024
P2 3.579 -1.485 2.189  0.7070
O5 3.403 -2.225 3.707  -0.5843
O6 4.968 -1.555 1.696  -0.6789
O7 2.291 -1.713 1.382  -0.4865
H1 4.321 1.635 4.285  0.4108
H2 5.385 0.500 3.509  0.4468
H3 4.365 -0.021 4.819  0.3147
H4 2.955 1.179 1.121  0.3150
H5 0.804 2.308 4.068  0.3460
H6 2.412 -1.411 4.717  0.4534
H7 3.949 -3.044 3.723  0.3230
O8 0.066 0.068 -0.692  -0.4645
S1 -1.071 1.073 -0.968  0.3490
C3 -0.514 2.189 -2.242  0.7411
C4 0.696 1.998 -2.900  -0.2209
C5 1.071 2.887 -3.914  -0.6519
C6 0.278 3.959 -4.206  -0.3594
C7 -0.965 4.137 -3.579  -0.6567
C8 -1.369 3.242 -2.619  -0.4146
C9 -2.269 0.185 -1.951  0.4401
C10 -1.831 -0.728 -2.943  -0.4124
C11 -2.751 -1.593 -3.519  -0.7512
C12 -4.098 -1.506 -3.171  -0.3235
C13 -4.539 -0.532 -2.316  -0.6172
C14 -3.643 0.291 -1.650  -0.2297
H8 1.396 1.200 -2.570  0.3098
H9 1.984 2.683 -4.462  0.3994
H10 0.592 4.668 -4.965  0.3819
H11 -1.629 4.895 -3.977  0.3764
H12 -2.330 3.336 -2.121  0.3540
H13 -0.779 -0.798 -3.200  0.3639
H14 -2.481 -2.321 -4.288  0.4128
H15 -4.845 -2.152 -3.677  0.3951
H16 -5.602 -0.344 -2.197  0.3902
H17 -3.989 0.970 -0.915  0.4933
Cl1 -4.353 -3.842 0.674  -0.1377
C15 -2.734 -3.987 1.428  -0.5398
C16 -1.709 -2.847 1.038  1.2871
O9 -2.110 -1.652 1.041  -0.5348
O10 -0.499 -3.227 0.844  -0.6117
H18 -2.366 -4.958 1.091  0.3426
H19 -2.931 -4.011 2.481  0.3323

Cartesian forces (eV/Å) of the 2 atoms listed first:
Mn 0.999 -0.169 0.910
C 0.705 0.686 1.842

## Properties
Energy above the lowest of the compared OMol25 structures with the same formula, charge and spin in kJ/mol: 155.66
Lowest unoccupied orbital energy (spin up / spin down) in eV: -8.48 / -4.27
HOMO (spin up / spin down) in eV: -12.27 / -12.29
2S+1: 5
⟨S²⟩: 6.38
Total charge: +1
HOMO-LUMO gap (spin up / spin down) in eV: 3.8 / 8.0

=====

2.
DFT (ωB97M-V/def2-TZVPD) results for a structure of composition C16H19Co2O6Si in a non-equilibrium geometry.

Last column: Mulliken charge in e.
Cartesian coordinates (Å):
C1 -1.061 -0.269 1.071  -1.0244
C2 -0.424 1.047 0.712  0.9594
C3 -1.083 2.192 0.997  -1.1916
C4 0.912 1.060 0.017  -0.7587
Si1 2.458 1.029 1.130  0.1996
C5 3.982 0.988 0.035  -0.9618
C6 2.495 2.569 2.194  -1.0243
C7 2.423 -0.503 2.210  -1.0085
H1 -0.511 -1.113 0.634  0.3241
H2 -1.108 -0.405 2.165  0.2817
H3 -2.103 -0.294 0.710  -0.0279
H4 -0.647 3.166 0.777  0.2789
H5 -2.066 2.168 1.465  0.2876
H6 1.016 0.181 -0.632  0.3952
H7 1.031 1.962 -0.600  0.4300
H8 4.893 0.951 0.648  0.2840
H9 3.974 0.106 -0.619  0.2839
H10 4.034 1.881 -0.601  0.2852
H11 3.342 2.521 2.894  0.3162
H12 2.619 3.470 1.579  0.2982
H13 1.572 2.683 2.776  0.3422
H14 3.323 -0.534 2.841  0.3329
H15 1.547 -0.522 2.870  0.3166
H16 2.410 -1.419 1.605  0.3000
O1 -9.256 0.053 4.395  -0.3957
C8 -8.582 -0.119 3.467  0.1048
Co1 -7.559 -0.410 2.063  0.1844
C9 -8.533 -1.099 0.752  0.0176
O2 -9.125 -1.579 -0.121  -0.3511
C10 -6.651 -1.836 2.527  0.1896
O3 -5.956 -2.745 2.717  -0.4031
C11 -5.940 0.647 1.458  0.1658
C12 -5.386 0.702 0.179  -0.1596
C13 -4.377 0.296 -0.609  -0.8394
Co2 -6.823 1.768 0.354  0.1454
C14 -7.886 1.377 -1.053  0.0760
O4 -8.562 1.182 -1.969  -0.3491
C15 -8.157 2.450 1.319  0.4008
O5 -9.057 2.917 1.874  -0.3762
C16 -6.175 3.321 -0.312  0.1350
O6 -5.848 4.333 -0.768  -0.3935
H17 -5.354 0.906 2.364  0.3902
H18 -4.210 0.822 -1.555  0.2014
H19 -3.750 -0.565 -0.355  0.3382

Cartesian forces (eV/Å) of the 2 atoms listed first:
C -0.135 -0.305 0.130
C -0.645 1.325 0.175

## Properties
Energy above the lowest of the compared OMol25 structures with the same formula, charge and spin in kJ/mol: 17.73
Lowest unoccupied orbital energy in eV: 2.36
HOMO in eV: -4.30
Total charge: -1
HOMO-LUMO gap in eV: 6.7

=====

3.
DFT (ωB97M-V/def2-TZVPD) results for a structure of composition C16H19MnN2O4SbSe4 in a non-equilibrium geometry.

Last column: Mulliken charge in e.
Cartesian coordinates (Å):
Mn1 1.059 -0.201 -1.023  0.3144
C1 -2.519 0.056 -1.835  -0.9012
C2 -1.597 -0.436 -2.948  0.5909
C3 -1.314 0.693 -3.938  -1.5503
C4 -0.326 -1.056 -2.397  0.5612
C5 -0.352 -1.820 -1.226  0.0429
C6 0.811 -2.311 -0.635  -0.6896
C7 2.054 -2.123 -1.238  1.0214
C8 3.319 -2.626 -0.613  -1.8230
C9 2.081 -1.445 -2.447  -0.9436
C10 0.927 -0.887 -3.012  -0.4741
H1 -3.361 0.594 -2.268  0.5113
H2 -1.969 0.743 -1.176  -0.1054
H3 -2.922 -0.761 -1.234  0.3950
H4 -2.110 -1.239 -3.495  0.1960
H5 -0.697 1.473 -3.468  0.2352
H6 -2.254 1.145 -4.249  0.4438
H7 -0.811 0.334 -4.837  0.4174
H8 -1.293 -2.036 -0.741  0.2591
H9 0.731 -2.838 0.307  0.4227
H10 4.107 -1.877 -0.688  0.3628
H11 3.648 -3.537 -1.116  0.4008
H12 3.178 -2.832 0.447  0.3139
H13 3.026 -1.336 -2.961  0.5129
H14 1.035 -0.351 -3.945  0.3345
C11 -2.886 0.961 2.049  -1.0089
C12 -1.521 0.519 2.440  0.0073
N1 -0.602 0.043 1.622  0.1033
C13 0.516 -0.156 2.388  0.4953
C14 0.251 0.157 3.700  -0.1856
N2 -1.047 0.593 3.700  0.0726
C15 0.951 0.041 4.998  0.4925
O1 2.169 -0.478 4.995  -0.5700
O2 0.389 0.366 6.019  -0.6577
C16 1.857 -0.467 1.809  0.5473
O3 2.731 -0.941 2.543  -0.8438
O4 2.078 -0.113 0.608  -0.5583
H15 -2.920 1.081 0.972  0.0152
H16 -3.115 1.930 2.496  0.3110
H17 -3.647 0.241 2.359  0.3236
H18 -1.487 0.977 4.522  0.2619
H19 2.430 -0.781 4.075  0.4455
Se1 -2.408 4.210 -0.686  -0.5326
Sb1 -0.040 4.481 -0.152  0.6563
Se2 0.912 2.033 -0.887  -0.2112
Se3 1.549 6.010 -1.003  -0.5508
Se4 -0.610 3.965 2.166  -0.4618

Cartesian forces (eV/Å) of the 2 atoms listed first:
Mn 0.147 0.346 0.963
C 0.133 0.129 0.157

## Properties
Lowest unoccupied orbital energy (spin up / spin down) in eV: -0.26 / -0.52
HOMO (spin up / spin down) in eV: -3.93 / -3.91
Total charge: -1
HOMO-LUMO gap (spin up / spin down) in eV: 3.7 / 3.4

=====

4.
DFT (ωB97M-V/def2-TZVPD) results for the ion C16H19N2O with charge +1 in a non-equilibrium geometry.

Last column: Mulliken charge in e.
Cartesian coordinates (Å):
O1 -1.016 -2.500 1.649  -0.6264
C1 -0.713 -1.362 1.362  0.6043
C2 3.876 -2.442 0.579  -0.7748
C3 2.670 -2.019 1.046  -0.0730
C4 0.576 0.065 -0.032  0.3027
C5 -3.575 0.635 2.959  -0.6131
C6 -3.412 1.816 2.304  -0.6709
C7 -2.670 -0.449 2.651  -0.6475
C8 -2.291 1.978 1.480  -0.4897
C9 -1.595 -0.250 1.809  0.7132
C10 -1.351 0.957 1.222  0.1684
N1 -0.483 1.022 0.087  0.2804
N2 0.386 -1.186 0.543  0.1706
C11 1.356 -2.212 0.333  -0.8115
C12 1.846 0.481 -0.824  -1.3154
C13 -0.957 1.694 -1.134  -1.0569
C14 1.729 0.121 -2.282  -0.4854
C15 -0.844 0.897 -2.433  -0.6887
C16 0.620 0.857 -3.030  -0.7082
H1 4.734 -2.227 1.257  0.2649
H2 3.922 -2.958 -0.361  0.2974
H3 2.561 -1.499 1.989  0.3429
H4 -4.371 0.520 3.659  0.4444
H5 -4.082 2.656 2.567  0.3620
H6 -2.872 -1.423 2.961  0.5646
H7 -1.987 3.021 1.131  0.4552
H8 0.903 -3.186 0.588  0.4741
H9 1.527 -2.183 -0.747  0.2651
H10 1.994 1.580 -0.790  0.4026
H11 2.722 0.141 -0.348  0.5912
H12 -0.359 2.592 -1.222  0.4418
H13 -1.972 2.029 -0.964  0.7336
H14 2.637 0.327 -2.858  0.3808
H15 1.633 -0.936 -2.539  0.3703
H16 -1.061 -0.164 -2.167  0.3363
H17 -1.561 1.304 -3.237  0.3185
H18 0.874 1.940 -3.189  0.3152
H19 0.609 0.363 -4.019  0.3609

Cartesian forces (eV/Å) of the 2 atoms listed first:
O 0.459 0.008 0.147
C -2.898 -2.374 1.490

## Properties
Energy above the lowest of the compared OMol25 structures with the same formula, charge and spin in kJ/mol: 196.06
Structure (SMILES): C=CC[n+]1c2n(c3ccccc3c1=O)CCCCC2
Lowest unoccupied orbital energy in eV: -4.57
HOMO in eV: -12.43
Total charge: +1
HOMO-LUMO gap in eV: 7.9

=====

5.
DFT (ωB97M-V/def2-TZVPD) results for a structure of composition C16H19N2O6Sr.

Last column: Mulliken charge in e.
Cartesian coordinates (Å):
Sr1 1.099 -0.252 1.038  2.2058
O1 3.712 2.442 -1.787  -0.4305
C1 3.033 1.935 -0.772  0.2290
O2 3.220 0.844 -0.291  -0.5248
C2 1.944 2.851 -0.272  0.4713
C3 1.545 3.994 -0.950  -0.4468
C4 0.481 4.714 -0.433  -0.7351
C5 -0.128 4.278 0.737  -0.5929
C6 0.361 3.133 1.347  0.8662
N1 1.368 2.422 0.847  -0.3301
C7 -0.250 2.520 2.595  0.4715
O3 -1.024 3.279 3.353  -0.4217
O4 -0.075 1.356 2.863  -0.4668
H1 4.377 1.791 -2.069  0.4056
H2 2.049 4.294 -1.858  0.5248
H3 0.120 5.600 -0.938  0.4677
H4 -0.983 4.814 1.128  0.2965
H5 -0.983 4.211 3.104  0.3141
O5 0.618 -0.705 -1.477  -0.3711
C8 -0.659 -0.671 -2.083  -0.7405
C9 -1.796 -0.493 -1.096  0.5116
C10 -3.109 -0.517 -1.557  -0.8880
C11 -4.141 -0.377 -0.653  -0.2410
C12 -3.841 -0.218 0.695  -0.8070
C13 -2.513 -0.202 1.065  -0.6005
N2 -1.502 -0.334 0.193  0.3510
H6 0.798 -1.614 -1.147  0.1607
H7 -0.830 -1.581 -2.663  0.4120
H8 -0.666 0.164 -2.787  0.3936
H9 -3.309 -0.657 -2.612  0.4443
H10 -5.170 -0.401 -0.988  0.4235
H11 -4.617 -0.118 1.440  0.4219
H12 -2.234 -0.085 2.107  0.5504
C14 1.172 -4.226 -0.919  -1.4553
C15 1.629 -3.792 0.469  0.4776
C16 0.902 -4.591 1.543  -1.2908
O6 1.414 -2.425 0.643  -1.2229
H13 1.336 -5.292 -1.093  0.4403
H14 1.714 -3.680 -1.697  0.3353
H15 0.099 -4.034 -1.035  0.2529
H16 2.704 -4.011 0.552  0.1657
H17 -0.176 -4.422 1.469  0.2717
H18 1.225 -4.280 2.538  0.2922
H19 1.086 -5.663 1.449  0.4089

Cartesian forces (eV/Å) of the 2 atoms listed first:
Sr 0.066 -0.745 -0.002
O 0.091 -0.089 0.045

## Properties
Energy above the lowest of the compared OMol25 structures with the same formula, charge and spin in kJ/mol: 0.00
Lowest unoccupied orbital energy in eV: -4.00
HOMO in eV: -10.81
Total charge: +1
HOMO-LUMO gap in eV: 6.8

=====

6.
DFT (ωB97M-V/def2-TZVPD) results for an isolated molecule of C16H19N3O3 in a non-equilibrium geometry.

Last column: Mulliken charge in e.
Cartesian coordinates (Å):
C1 -0.389 2.576 -0.166  0.2550
C2 0.662 1.466 -0.321  0.1421
C3 -1.831 2.218 -0.479  -1.2204
C4 -2.273 0.858 0.069  0.2636
C5 -2.780 0.593 1.255  -0.5624
C6 -1.819 -0.338 -0.580  1.1933
C7 -2.063 -1.394 0.304  -0.3915
C8 -1.259 -0.638 -1.816  0.1876
C9 -1.657 -2.656 0.040  -1.1955
C10 -1.107 -1.940 -2.221  -1.1231
C11 -1.252 -2.941 -1.240  -0.1427
C12 2.325 -0.054 0.830  0.1889
C13 2.843 -0.679 -0.423  0.1755
C14 2.051 -1.070 1.902  -0.5609
C15 1.168 -0.262 2.877  -0.6237
C16 0.314 0.640 2.034  -0.1730
H1 0.507 3.165 -1.959  0.3008
H2 -0.710 4.210 -1.406  0.2821
H3 -0.313 2.964 0.813  0.3097
H4 -2.427 3.026 -0.229  0.5713
H5 -1.922 1.915 -1.583  0.2886
H6 -3.083 1.296 2.058  0.3118
H7 -3.112 -1.292 2.219  0.2578
H8 -0.962 0.164 -2.450  0.3828
H9 -1.637 -3.535 0.710  0.3735
H10 -0.703 -2.231 -3.290  0.2649
H11 -1.160 -3.957 -1.590  0.4217
H12 3.146 0.610 1.212  0.1986
H13 1.434 -1.924 1.345  0.2314
H14 3.042 -1.588 2.401  0.3397
H15 0.530 -1.010 3.407  0.3481
H16 1.845 0.262 3.544  0.3859
H17 0.616 1.639 2.513  0.2694
H18 -0.708 0.504 1.868  -0.2069
H19 2.391 -1.993 -1.691  0.3262
N1 0.039 3.609 -1.091  -0.7345
N2 -2.569 -0.833 1.498  -0.0580
N3 1.035 0.692 0.729  0.5167
O1 1.225 1.458 -1.435  -0.7304
O2 3.567 -0.215 -1.303  -0.6082
O3 2.219 -1.840 -0.792  -0.4557

Cartesian forces (eV/Å) of the 2 atoms listed first:
C 0.053 -0.102 -1.406
C 1.176 0.490 -2.100

## Properties
Energy above the lowest of the compared OMol25 structures with the same formula, charge and spin in kJ/mol: 381.32
Structure (SMILES): N[C@@H](Cc1c[nH]c2ccccc12)C(=O)N1CCC[C@H]1C(=O)O
Lowest unoccupied orbital energy in eV: 0.63
HOMO in eV: -8.31
Total charge: 0
HOMO-LUMO gap in eV: 8.9

=====

7.
DFT (ωB97M-V/def2-TZVPD) results for an isolated molecule of C16H19N3O3S in a non-equilibrium geometry.

Last column: Mulliken charge in e.
Cartesian coordinates (Å):
O1 0.256 0.520 1.516  -0.5653
C1 0.573 0.920 0.419  -0.4454
N1 -0.341 1.475 -0.445  0.5530
C2 -1.714 1.612 -0.232  0.4493
N2 -2.385 2.024 -1.220  -0.6339
C3 -1.500 2.253 -2.334  -0.6510
H1 -1.573 3.303 -2.623  0.3298
H2 -1.828 1.646 -3.181  0.3155
C4 -0.090 1.862 -1.833  -0.4650
H3 0.307 1.016 -2.399  0.2130
H4 0.612 2.697 -1.879  0.3868
S1 -2.523 1.232 1.290  -0.1421
C5 -3.148 -0.430 0.782  -1.3130
C6 -1.977 -1.348 0.699  0.7095
C7 -1.257 -1.454 -0.482  -0.1490
C8 -0.071 -2.176 -0.499  -0.1253
C9 0.389 -2.843 0.630  -0.4074
C10 -0.347 -2.758 1.796  -0.6041
C11 -1.507 -2.004 1.835  -0.6869
H5 -2.049 -1.900 2.762  0.4044
H6 0.001 -3.256 2.687  0.4058
H7 1.319 -3.387 0.581  0.5115
N3 0.733 -2.170 -1.687  1.1362
O2 1.628 -2.981 -1.780  -0.6520
O3 0.489 -1.318 -2.523  -0.6414
H8 -1.593 -0.967 -1.386  0.4897
H9 -3.666 -0.304 -0.167  0.4045
H10 -3.845 -0.715 1.566  0.5187
C12 2.000 0.881 -0.101  0.5510
H11 1.995 0.620 -1.160  0.8677
C13 2.650 2.270 0.111  -1.0114
C14 3.537 2.093 1.341  -0.7634
H12 2.929 2.141 2.245  0.2676
C15 4.085 0.682 1.164  -0.7483
H13 4.851 0.676 0.386  0.3106
H14 4.518 0.280 2.078  0.3938
C16 2.859 -0.108 0.708  -0.8272
H15 3.130 -0.984 0.120  0.2494
H16 2.285 -0.437 1.576  0.2181
H17 4.317 2.851 1.400  0.4060
H18 3.261 2.527 -0.755  0.3567
H19 1.908 3.057 0.254  0.3836

Cartesian forces (eV/Å) of the 2 atoms listed first:
O 0.311 0.043 0.193
C 0.230 -0.217 -0.033

## Properties
Energy above the lowest of the compared OMol25 structures with the same formula, charge and spin in kJ/mol: 407.63
Structure (SMILES): O=C(C1CCCC1)N1CCN=C1SCc1cccc([N+](=O)[O-])c1
Lowest unoccupied orbital energy in eV: -0.62
HOMO in eV: -8.59
Total charge: 0
HOMO-LUMO gap in eV: 8.0

=====

8.
DFT (ωB97M-V/def2-TZVPD) results for an isolated molecule of C16H19N3O4S in a non-equilibrium geometry.

Last column: Mulliken charge in e.
Cartesian coordinates (Å):
C1 -0.813 2.360 2.049  -0.7565
H1 -1.364 2.764 1.194  0.3390
O1 0.575 2.361 1.815  -0.4792
C2 1.062 1.625 0.764  1.1190
C3 0.251 0.825 -0.026  -0.3566
C4 0.775 0.065 -1.069  -0.3626
C5 2.145 0.118 -1.333  -0.7198
C6 2.967 0.918 -0.564  0.5770
C7 2.441 1.690 0.497  0.6567
O2 3.382 2.410 1.160  -0.4753
C8 3.029 3.399 2.099  -0.7682
H2 2.355 4.143 1.668  0.2933
H3 2.567 2.969 2.990  0.2397
H4 3.970 3.876 2.371  0.2995
O3 4.312 1.047 -0.740  -0.4204
C9 4.924 0.314 -1.771  -0.9332
H5 4.531 0.593 -2.755  0.3620
H6 4.805 -0.765 -1.625  0.3687
H7 5.981 0.568 -1.722  0.2307
H8 2.546 -0.470 -2.141  0.3837
C10 -0.073 -0.781 -1.868  -0.5136
N1 -1.326 -0.894 -1.649  0.1161
N2 -2.042 -1.711 -2.433  -0.3865
C11 -3.355 -2.011 -2.296  -0.0070
N3 -4.126 -1.454 -1.340  -0.1262
H9 -5.054 -1.851 -1.308  0.2727
C12 -3.673 -0.731 -0.175  -0.6266
C13 -2.779 -1.563 0.696  0.0914
C14 -2.561 -2.907 0.749  -0.0796
C15 -1.577 -3.107 1.750  -0.8501
C16 -1.275 -1.874 2.229  -0.3504
O4 -2.000 -0.930 1.598  -0.1965
H10 -0.591 -1.542 2.984  0.4908
H11 -1.160 -4.042 2.062  0.4606
H12 -3.032 -3.663 0.154  0.5434
H13 -4.559 -0.411 0.382  0.4685
H14 -3.121 0.161 -0.489  0.2078
S1 -4.020 -3.073 -3.381  -0.4560
H15 -1.578 -2.211 -3.197  0.2503
H16 0.408 -1.339 -2.681  0.3175
H17 -0.805 0.756 0.159  0.2712
H18 -0.958 3.011 2.910  0.2780
H19 -1.187 1.359 2.282  0.2263

Cartesian forces (eV/Å) of the 2 atoms listed first:
C -0.238 -0.011 0.082
H 0.008 -0.030 0.015

## Properties
Energy above the lowest of the compared OMol25 structures with the same formula, charge and spin in kJ/mol: 526.32
Structure (SMILES): COc1cc(/C=N/NC(=S)NCc2ccco2)cc(OC)c1OC
Lowest unoccupied orbital energy in eV: 0.25
HOMO in eV: -7.61
Total charge: 0
HOMO-LUMO gap in eV: 7.9